Density functional theory data (ωB97M-V/def2-TZVPD) for an isolated molecule of C3H6N2P2 at a distorted geometry.

Output
* ΔE to the lowest compared entry with this formula, charge and spin: 63.6 kJ/mol
* total energy: -909.942054 hartree

ORCA input file:
```
! wB97M-V def2-TZVPD RIJCOSX def2/J DEFGRID3
* xyz 0 3
C 1.21770 -1.98767 -1.40143
C 1.13591 -0.75793 -0.78449
C 0.08287 -0.49754 0.16384
N 0.36408 2.34896 0.88444
N -1.62052 1.08319 1.41632
P -1.41236 2.65571 0.66431
P 0.12605 0.79479 1.31217
H 1.90924 -2.33277 -2.17148
H 0.57389 -2.87113 -1.16232
H 1.49075 0.06489 -1.36111
H -1.45581 1.82982 -0.45943
H -0.34687 -1.35104 0.46738
H -2.06493 1.02073 2.43179
*
```


Density functional theory data (ωB97M-V/def2-TZVPD) for an isolated molecule of C3H6N2S at a distorted geometry.

Output
* ΔE to the lowest compared entry with this formula, charge and spin: 362.7 kJ/mol
* total energy: -625.483845 hartree

ORCA input file:
```
! wB97M-V def2-TZVPD RIJCOSX def2/J DEFGRID3
* xyz 0 1
C 1.16059 -0.35249 0.15633
C 0.55251 0.70287 1.01460
C -1.42553 0.14845 -0.16098
H 2.12026 -0.41203 0.15509
H 0.78276 -1.44138 0.37303
H 0.44352 0.65164 2.02553
H 1.01590 1.46586 0.27688
H -2.39520 -0.31915 0.02870
H -1.29149 -1.03037 -1.76539
N -0.79057 0.80904 0.78492
N -0.92874 -0.21202 -1.43413
S 0.75600 -0.01042 -1.45456
*
```


Density functional theory data (ωB97M-V/def2-TZVPD) for a structure of composition C3H6N2S at a distorted geometry.

Output
* ΔE to the lowest compared entry with this formula, charge and spin: 257.5 kJ/mol
* total energy: -625.523890 hartree

ORCA input file:
```
! wB97M-V def2-TZVPD RIJCOSX def2/J DEFGRID3
* xyz 0 1
C -0.64415 1.34308 0.24259
C 0.25895 -0.10937 0.47136
C 1.19648 -0.30273 -0.69290
N -1.83360 1.15224 -0.10426
N -0.66098 -1.14271 0.37687
S -2.20268 -0.47263 -0.21468
H -0.12203 2.27008 0.13212
H 0.90547 -0.16465 1.38787
H 0.57690 0.09038 -1.65944
H 1.49021 -1.34588 -0.84329
H 1.96393 0.37055 -0.36073
H -0.92851 -1.68837 1.26450
*
```